No. 1
This record from the OMol25 dataset describes C4H5NO as an isolated structure at a distorted geometry. The level of theory is ωB97M-V/def2-TZVPD.

```
! RIJCOSX wB97M-V def2-TZVPD def2/J DEFGRID3
* xyz 0 1
C -0.824 -0.458 0.514
C 0.182 0.539 0.558
C 0.702 -0.816 -0.708
O 1.575 -1.569 -0.344
C -0.079 1.814 -0.036
N -0.296 2.816 -0.580
H -1.813 -0.211 0.129
H -0.483 -1.247 -0.680
H -0.765 -1.288 1.215
H 0.983 0.475 1.286
H 0.613 -0.121 -1.548
*
```

Computed properties:
**Lowest unoccupied orbital energy**: 0.29 eV

Atomic partial charges in e from the natural (NBO) method, atoms 1 to 4: -0.298, -0.463, 0.260, -0.594

No. 2
This record from the OMol25 dataset describes C4H5NO as an isolated structure. The level of theory is ωB97M-V/def2-TZVPD.

```
! RIJCOSX wB97M-V def2-TZVPD def2/J DEFGRID3
* xyz 0 1
N -0.192 -1.805 0.149
C -0.085 -0.380 0.015
C 0.432 -0.648 -1.215
O 0.653 1.768 -1.111
C 0.042 1.891 -0.044
C -0.387 0.746 0.714
H 0.286 -2.211 0.946
H -1.093 -2.219 -0.045
H 1.489 -0.834 -1.388
H -0.207 2.900 0.334
H -0.938 0.791 1.645
*
```

Computed properties:
**Lowest unoccupied orbital energy**: 0.51 eV

Atomic partial charges in e from the natural (NBO) method, atoms 1 to 4: -0.735, 0.105, -0.035, -0.578

No. 3
This record from the OMol25 dataset describes one molecule with the formula C4H5NO at a distorted geometry. The level of theory is ωB97M-V/def2-TZVPD.

```
! RIJCOSX wB97M-V def2-TZVPD def2/J DEFGRID3
* xyz 0 1
C 0.092 -1.153 -0.105
C -1.105 -0.659 -0.033
C 1.039 -0.037 -0.115
C -1.052 0.842 0.034
N 2.267 -0.089 0.079
O 0.334 1.075 -0.159
H 0.501 -2.118 -0.328
H -2.014 -1.092 -0.015
H -1.770 1.348 -0.505
H -1.226 1.170 1.107
H 2.932 0.713 0.038
*
```

Computed properties:
**SMILES**: [H]/N=C1/C=CCO1
**Lowest unoccupied orbital energy**: 0.93 eV

Atomic partial charges in e from the natural (NBO) method, atoms 1 to 4: -0.262, -0.162, 0.525, -0.098

No. 4
This record from the OMol25 dataset describes one molecule with the formula C4H5NO at a distorted geometry. The level of theory is ωB97M-V/def2-TZVPD.

```
! RIJCOSX wB97M-V def2-TZVPD def2/J DEFGRID3
* xyz 0 1
C 0.279 0.210 1.376
C 0.454 0.788 -0.010
O 0.973 1.856 -0.225
C -0.017 -0.065 -1.183
C -1.223 -0.839 -0.931
N -1.811 -1.818 -0.766
H 0.901 0.774 2.072
H 0.531 -0.856 1.413
H -0.771 0.297 1.679
H 0.710 -0.876 -1.324
H -0.067 0.507 -2.108
*
```

Computed properties:
**SMILES**: CC(=O)CC#N
**Lowest unoccupied orbital energy**: 0.50 eV

Atomic partial charges in e from the natural (NBO) method, atoms 1 to 4: -0.731, 0.604, -0.511, -0.614

No. 5
This record from the OMol25 dataset describes one molecule with the formula C4H5NO at a distorted geometry. The level of theory is ωB97M-V/def2-TZVPD.

```
! RIJCOSX wB97M-V def2-TZVPD def2/J DEFGRID3
* xyz 0 1
N 2.364 0.187 -0.133
C 1.129 -0.099 0.062
C 0.174 1.012 -0.057
C -1.102 0.626 -0.150
C -1.350 -0.743 0.230
O 0.527 -1.271 0.223
H 2.931 -0.641 -0.303
H 0.555 2.007 -0.218
H -1.873 1.234 -0.617
H -2.282 -1.162 -0.200
H -1.189 -1.135 1.207
*
```

Computed properties:
**Lowest unoccupied orbital energy**: -0.92 eV

Atomic partial charges in e from the natural (NBO) method, atoms 1 to 4: -0.678, 0.490, -0.148, -0.298

No. 6
This record from the OMol25 dataset describes a 2-piece molecular cluster, C4H5NO overall at a distorted geometry. The level of theory is ωB97M-V/def2-TZVPD.

```
! RIJCOSX wB97M-V def2-TZVPD def2/J DEFGRID3
* xyz 0 1
C -1.265 0.245 -1.108
N -1.422 -0.665 -0.241
C 0.500 -0.941 1.629
O 0.022 -1.880 2.129
C 1.169 0.147 1.320
C 1.484 0.890 0.270
H -1.085 0.076 -2.176
H 1.141 0.654 -0.742
H -1.287 1.286 -0.777
H -1.356 -1.595 -0.659
H 2.100 1.784 0.354
*
```

Computed properties:
**SMILES**: C=C=C=O.C=N
**Lowest unoccupied orbital energy**: -0.35 eV

Atomic partial charges in e from the natural (NBO) method, atoms 1 to 4: -0.054, -0.601, 0.703, -0.443

no.,Kohn-Sham gap (eV),HOMO energy (eV),total energy (a.u.)
1,9.41,-9.1,-285.265761
2,8.78,-8.3,-285.258484
3,10.31,-9.4,-285.358665
4,10.90,-10.4,-285.390438
5,8.50,-9.4,-285.301173
6,8.48,-8.8,-285.288188